# 1
Formula: C50H93FN9O14S
Source: OMol25
Level of theory: ωB97M-V/def2-TZVPD

Summary:
HOMO: -10.614 eV
Total charge: +1
E_LUMO: -2.83 eV
Gap between HOMO and LUMO: 0.2860 hartree
E: -108971.5310 eV

Atoms and positions in Å:
C -0.84956 -4.63514 8.28699
C 0.05663 -4.00034 7.55673
C 1.07101 -2.97561 6.78956
C 1.05808 -3.43250 5.21071
C 1.85600 -2.42510 4.25522
C 1.31602 -2.27336 2.70536
C 0.89465 -3.78202 2.36786
C 0.70301 -4.20731 0.84033
O 0.84406 -3.52620 -0.21425
O 0.24119 -5.59172 0.63583
C 1.08947 -6.28642 -0.30181
C 2.13562 -7.41022 0.27232
O 1.07754 -6.15263 -1.56710
C 2.68098 -1.64102 2.05281
C 3.33730 -0.31773 2.73363
S 4.70607 -0.59168 3.95761
C 6.22738 0.25666 3.30051
C 5.92776 1.80259 2.89145
C 3.96089 -2.53200 1.73601
C 3.87753 -3.57353 0.52381
O 3.75889 -3.18705 -0.70058
F 3.98970 -4.97681 0.82631
N 2.14820 -1.00474 0.76859
C 0.87738 -0.66522 0.98797
C 0.21278 0.08256 -0.27810
C 1.23638 1.07331 -1.06996
O 2.06714 1.88108 -0.18428
C 1.64503 3.26264 -0.32165
O 0.88278 3.70583 0.61107
C 0.19699 -1.06965 2.44492
C -1.21159 -1.68644 1.83665
C -2.40514 -0.61605 1.67864
C -3.85081 -1.36873 1.92121
C -4.27764 -1.35152 3.48048
C -3.94906 -2.81685 1.20754
N 0.09300 -0.06127 3.50415
C 0.04573 1.36418 3.12160
C -0.84948 -0.32353 4.58652
C -1.46269 0.87288 5.53103
O -1.35758 -1.47396 4.90989
H -1.60157 -5.16569 8.98815
H 2.11206 -3.18301 7.25656
H 0.71673 -1.88230 6.93503
H -0.03377 -3.66340 4.96245
H 1.62406 -4.46561 5.20355
H 1.90595 -1.39098 4.80010
H 2.97406 -2.80117 4.25813
H -0.13346 -4.05144 2.85549
H 1.75037 -4.46806 2.77588
H 1.71241 -8.46050 0.05664
H 2.40995 -7.23731 1.37381
H 3.09383 -7.30943 -0.38398
H 3.81356 0.27756 1.84540
H 2.59467 0.40444 3.22207
H 7.09659 0.26673 4.06459
H 6.55091 -0.28542 2.33393
H 5.48979 2.40555 3.77773
H 5.27529 1.89346 1.93721
H 6.93905 2.32069 2.63316
H 4.37549 -3.11907 2.65544
H 4.81764 -1.80373 1.40948
H 2.78575 -0.90482 -0.03565
H -0.61797 0.78865 0.14170
H -0.19494 -0.71105 -1.00242
H 0.64644 1.66837 -1.86178
H 1.94995 0.36410 -1.66692
H 2.02296 3.90454 -1.20524
H -1.05237 -2.12763 0.76653
H -1.59063 -2.49750 2.58503
H -2.39874 0.26692 2.40799
H -2.43927 -0.29010 0.55751
H -4.62230 -0.68377 1.37085
H -4.00864 -2.30118 4.06902
H -3.76754 -0.43638 3.99778
H -5.42080 -1.18012 3.64497
H -3.15283 -3.02039 0.40490
H -5.01099 -2.92123 0.74779
H -3.91629 -3.60784 2.06788
H 0.50742 1.97726 4.00732
H -1.02088 1.82450 2.98923
H 0.64762 1.70872 2.20815
H -2.07861 1.59225 4.84411
H -0.62347 1.52824 5.99041
H -2.20460 0.47570 6.31191
C -1.32148 3.32247 -5.33925
C -0.79658 2.19919 -4.48817
O 0.01625 2.38753 -3.58155
N -1.24920 0.94384 -4.74716
C -2.19599 0.52913 -5.76133
H -0.87479 4.26413 -5.02006
H -1.05805 3.15163 -6.38557
H -2.40431 3.39902 -5.22900
H -0.85571 0.23874 -4.13838
H -3.04154 0.04911 -5.26244
H -1.70359 -0.19477 -6.41098
H -2.55555 1.36372 -6.35883
C 5.67353 -4.50758 6.28851
C 4.72524 -4.95314 5.20916
O 3.59674 -4.47673 5.09144
N 5.15226 -5.91478 4.34739
C 6.43314 -6.58855 4.32625
H 5.19854 -3.73799 6.89894
H 5.92851 -5.35197 6.93305
H 6.57675 -4.08599 5.84110
H 4.46484 -6.16536 3.64883
H 6.90124 -6.40319 3.35711
H 6.25746 -7.66023 4.44146
H 7.09527 -6.24414 5.11876
C -2.42192 7.22940 -4.34396
C -2.39861 6.70109 -5.75206
O -2.70018 5.54228 -6.02099
N -2.02714 7.55700 -6.74455
C -1.64070 8.94559 -6.62497
H -2.73595 6.43899 -3.66058
H -1.42177 7.56092 -4.05348
H -3.13300 8.05567 -4.26757
H -2.03384 7.13625 -7.66422
H -2.32546 9.54469 -7.22949
H -0.62685 9.05355 -7.01707
H -1.66834 9.29565 -5.59441
C -3.71019 1.26477 -10.25283
C -3.18702 0.13886 -9.40247
O -2.37796 0.32429 -8.49896
N -3.64180 -1.11755 -9.66379
C -4.58746 -1.53026 -10.67766
H -3.26155 2.20578 -9.93115
H -3.44645 1.09562 -11.29949
H -4.79447 1.34290 -10.14308
H -3.24930 -1.82365 -9.05535
H -5.43385 -2.00988 -10.18115
H -4.09521 -2.25535 -11.32956
H -4.94603 -0.69343 -11.27462
C -7.14815 7.41178 -4.07353
C -6.12156 8.40751 -4.54122
O -5.15295 8.71742 -3.85582
N -6.29576 8.96880 -5.76952
C -7.36494 8.73152 -6.71435
H -6.88028 7.04868 -3.08029
H -8.12998 7.88753 -4.01493
H -7.18001 6.55967 -4.75669
H -5.56993 9.62740 -6.01898
H -6.92484 8.36297 -7.64359
H -7.86821 9.68164 -6.90703
H -8.08974 8.00743 -6.34615
C 7.96036 -4.19932 -1.58197
C 8.09336 -5.65448 -1.22125
O 8.74361 -6.02965 -0.25242
N 7.46067 -6.56447 -2.01280
C 6.65436 -6.31594 -3.18802
H 8.51492 -3.59133 -0.86556
H 8.37308 -4.02265 -2.57800
H 6.90932 -3.90129 -1.54878
H 7.59242 -7.52122 -1.71256
H 5.65536 -6.71980 -3.00937
H 7.10853 -6.84059 -4.03158
H 6.57840 -5.25526 -3.42136
C -3.24958 5.00853 5.83445
C -3.91909 3.72256 5.43167
O -3.54839 3.06872 4.46092
N -4.96740 3.29075 6.18389
C -5.54375 3.91806 7.35322
H -2.43251 5.22764 5.14547
H -3.96687 5.83153 5.79337
H -2.83722 4.91515 6.84199
H -5.36847 2.42174 5.85644
H -5.47392 3.21641 8.18724
H -6.59564 4.12644 7.14596
H -5.03760 4.84488 7.61783



# 2
Formula: C3H5O2S
Source: OMol25
Level of theory: ωB97M-V/def2-TZVPD

Summary:
HOMO: -4.096 eV
Total charge: -1
E_LUMO: 3.37 eV
Gap between HOMO and LUMO: 0.2744 hartree
SMILES string: O=C([O-])CCS
E: -18123.8302 eV

Atoms and positions in Å:
O 1.61334 -0.42935 1.04492
C 0.53631 -0.07325 1.56494
O 0.21979 0.07534 2.75738
C -0.56908 0.30878 0.52921
C -0.42665 -0.38320 -0.81220
S 0.22653 0.71504 -2.14253
H -0.47882 1.39062 0.40070
H -1.57394 0.17997 0.94840
H -1.32858 -0.81924 -1.22254
H 0.35622 -1.13289 -0.71694
H 1.42489 0.16817 -2.35134



# 3
Formula: C7H19AsF6N3O3STc
Source: OMol25
Level of theory: ωB97M-V/def2-TZVPD

Summary:
HOMO (alpha / beta): -25.278 / -25.278 eV
Total charge: +4
E_LUMO (alpha / beta): -17.72 / -17.71 eV
Gap between HOMO and LUMO (alpha / beta): 0.2779 / 0.2780 hartree
E: -108309.9220 eV

Atoms and positions in Å:
Tc -0.20598 -0.63824 0.03841
C -2.37440 1.47998 1.04764
O -1.08279 0.73838 1.28286
C -0.04066 1.63279 1.85471
C 1.13093 0.77492 2.25347
O 1.39809 -0.17348 1.11991
C 2.71330 -0.20943 0.40448
C 2.42699 0.26907 -0.98821
O 1.11284 -0.34945 -1.36143
C 0.86987 -0.34067 -2.85101
H -2.68030 1.83707 2.02937
H -3.08428 0.76085 0.65145
H -2.18508 2.29400 0.35153
H -0.46671 2.13094 2.72846
H 0.20104 2.37261 1.08905
H 0.94435 0.15613 3.13094
H 2.02617 1.37221 2.42800
H 3.03306 -1.24945 0.44349
H 3.42783 0.42112 0.93327
H 3.17463 -0.09078 -1.69655
H 2.28299 1.34582 -1.09130
H 1.71819 -0.85728 -3.29583
H 0.80972 0.70512 -3.15146
H -0.06570 -0.86034 -3.03247
N -0.67342 -1.89765 1.82321
N -1.06418 -3.24305 1.63996
C -1.13957 -3.72164 0.40411
N -1.48309 -4.92543 0.08548
S -0.72915 -2.56033 -0.89030
H 0.14528 -1.89457 2.44219
H -1.42973 -1.40651 2.31713
H -1.28422 -3.78961 2.47420
H -1.73925 -5.63456 0.77669
H -1.53089 -5.23725 -0.88483
F -1.27384 0.30649 -1.06889
As -0.50270 3.48656 -2.28605
F 0.27857 2.56987 -1.00962
F -1.62801 3.96079 -1.10326
F -0.11147 5.04332 -2.66753
F -1.64876 2.55157 -3.07127
F 0.73033 2.87009 -3.29999



# 4
Formula: C20H24N2O6
Source: OMol25
Level of theory: ωB97M-V/def2-TZVPD

Summary:
HOMO: -8.692 eV
E_LUMO: 0.19 eV
Gap between HOMO and LUMO: 0.3264 hartree
SMILES string: CNC(=O)[C@@H](NC(C)=O)[C@@H](C)O.O=C(O)c1cccc(-c2ccccc2O)c1
E: -36395.7615 eV

Atoms and positions in Å:
O -1.18780 -5.49987 4.48046
O 2.05796 -1.30994 -4.44868
O 0.07401 3.74748 -6.21150
O 0.26831 -6.03808 6.11842
O 0.87718 0.32596 2.97509
O 0.45146 2.59433 -2.57354
C -0.38663 -5.15139 5.33327
C 1.17877 -0.56038 -4.83810
C 0.84144 3.07385 -5.53624
C -2.56920 1.46479 2.44231
C 1.11649 -1.90915 6.61059
C -3.26517 0.65366 3.34134
C -1.18049 1.34510 2.33028
C 0.82682 -3.27033 6.46846
C 0.47084 -0.96830 5.80387
C -0.77246 -2.74228 4.73635
C -2.57360 -0.27613 4.12364
C -0.48090 0.42491 3.11930
C -0.11328 -3.71140 5.51823
C -0.48508 -1.37766 4.86738
C -1.17877 -0.39501 4.02642
N 2.12284 3.46523 -5.45817
N 1.25978 0.74070 -4.57227
C 0.00634 -1.11185 -5.62269
C 3.22936 2.92860 -4.66434
C -1.35397 1.13509 -3.00968
C 0.27897 1.80790 -4.86169
C -0.46197 2.23504 -3.58325
H -0.05367 -6.90245 5.82280
H 1.18523 0.92086 2.27632
H 0.77625 1.77878 -2.18555
H -3.10689 2.18614 1.83336
H 1.85032 -1.58154 7.34046
H -4.34386 0.74125 3.43326
H -0.65005 1.97669 1.62629
H 1.34749 -3.99013 7.09459
H 0.70404 0.08798 5.89983
H -1.50333 -3.05185 3.99384
H -3.12040 -0.90533 4.82065
H 2.31584 4.30083 -5.99031
H 2.09466 1.01428 -4.08078
H -0.02122 -0.64603 -6.60571
H -0.92018 -0.92066 -5.08732
H 0.13805 -2.18681 -5.73923
H 4.06196 3.63420 -4.67749
H 3.57525 1.98234 -5.08538
H 2.91924 2.78780 -3.62763
H -1.87682 1.51475 -2.13162
H -2.09550 0.84642 -3.75420
H -0.76580 0.26206 -2.72741
H -0.47198 1.43204 -5.55360
H -1.08985 3.09751 -3.81046



# 5
Formula: C6H17N2
Source: OMol25
Level of theory: ωB97M-V/def2-TZVPD

Summary:
HOMO: -13.198 eV
Total charge: +1
E_LUMO: -3.68 eV
Gap between HOMO and LUMO: 0.3498 hartree
SMILES string: CC[C@H](C)NCC[NH3+]
E: -9470.2416 eV

Atoms and positions in Å:
N -2.12993 0.22539 -2.07013
C -2.01085 1.11271 -0.84884
C -1.57204 0.35928 0.37189
N -0.33190 -0.35269 0.01887
C 2.42798 0.83885 -0.51740
C 1.97704 -0.46241 0.19246
C 0.71473 -0.29079 1.02297
C 0.79729 -1.40962 2.10861
H -2.49760 -0.68316 -1.74876
H -2.92566 0.60151 -2.60218
H -1.34531 0.29065 -2.71258
H -1.27991 1.93661 -0.96381
H -2.96837 1.61730 -0.76255
H -1.53705 1.04118 1.24382
H -2.44696 -0.18756 0.83650
H -0.60729 -1.35455 -0.01934
H 2.67162 0.71423 -1.58874
H 3.37187 1.18024 -0.10069
H 1.61104 1.54738 -0.61157
H 1.86857 -1.35167 -0.45729
H 2.87204 -0.81433 0.73533
H 0.78410 0.69909 1.51695
H 1.71243 -1.29775 2.70904
H 0.98182 -2.36036 1.57960
H -0.13768 -1.59954 2.66784